[1]
This record from OMol25 describes a structure of composition C55H47F3N5O3P2PbS2. The level of theory is wB97M-V/def2-TZVPD.

Values from the calculation:
max |F|: 5.0 eV Å⁻¹
molecular weight: 1216.29 g mol⁻¹
LUMO level (alpha / beta): 1.880 / 0.236 eV
ΔE to the lowest compared entry with this formula, charge and spin: 246.6 kJ/mol
net charge: -1

Element x y z (Å)
Pb 12.386 11.225 16.730
S 14.960 12.540 15.860
C 14.494 14.175 15.585
C 15.318 14.930 14.746
N 15.924 15.566 13.951
C 13.311 14.783 16.125
S 12.141 14.007 17.092
C 13.017 16.152 15.826
N 12.649 17.239 15.608
C 8.541 10.053 10.469
C 9.279 8.841 10.994
C 8.998 7.590 10.449
C 9.478 6.416 11.023
C 10.114 6.478 12.293
C 10.460 7.707 12.820
C 10.094 8.909 12.134
N 10.559 10.174 12.603
C 10.568 10.656 13.865
N 9.870 9.976 14.833
C 9.293 10.680 15.920
C 10.065 11.060 16.959
C 9.422 11.646 18.048
C 8.043 11.913 18.005
C 7.335 11.686 16.825
C 7.958 10.993 15.849
C 7.096 10.766 14.662
N 11.239 11.681 14.297
C 11.882 12.571 13.459
C 13.029 12.235 12.761
C 13.734 13.080 11.911
C 13.147 14.386 11.681
C 12.045 14.822 12.400
C 11.400 13.952 13.256
C 10.138 14.372 13.966
H 7.756 9.640 9.865
H 9.129 10.863 10.001
H 7.981 10.557 11.237
H 8.375 7.538 9.537
H 9.424 5.514 10.502
H 10.581 5.569 12.633
H 11.114 7.829 13.720
H 10.866 10.834 11.861
H 9.433 9.105 14.506
H 9.948 11.919 18.973
H 7.509 12.176 18.896
H 6.371 12.134 16.622
H 7.261 9.743 14.197
H 7.205 11.585 13.876
H 6.049 10.892 15.037
H 13.467 11.232 12.909
H 14.618 12.678 11.429
H 13.634 15.082 10.948
H 11.838 15.909 12.263
H 10.197 14.227 15.065
H 9.190 13.775 13.633
H 9.855 15.420 13.805
F 12.947 6.277 14.662
C 12.305 6.557 15.831
F 12.814 5.744 16.798
F 10.968 6.303 15.619
C 12.427 8.088 16.219
O 12.654 8.434 17.452
O 12.393 8.879 15.180
C 4.434 18.019 17.350
C 4.302 16.582 17.259
O 3.868 15.503 17.290
H 4.567 18.216 18.463
H 3.548 18.558 16.991
H 5.209 18.434 16.641
C 13.096 10.236 21.569
P 13.969 10.690 19.951
C 14.600 12.388 20.300
C 15.658 12.831 19.466
C 16.213 14.070 19.661
C 15.741 14.881 20.662
C 14.571 14.594 21.329
C 14.001 13.323 21.191
C 15.315 9.564 19.944
C 16.204 9.668 20.964
C 17.281 8.777 21.139
C 17.350 7.714 20.264
C 16.410 7.570 19.212
C 15.485 8.587 18.961
P 12.818 8.458 22.060
C 11.251 8.081 21.164
C 10.872 8.657 19.932
C 9.659 8.234 19.250
C 8.968 7.179 19.771
C 9.348 6.594 20.990
C 10.423 7.089 21.706
C 12.078 8.751 23.667
C 10.952 9.537 23.876
C 10.545 9.753 25.153
C 11.215 9.126 26.239
C 12.303 8.337 25.999
C 12.767 8.131 24.676
H 12.100 10.773 21.524
H 13.817 10.725 22.224
H 16.028 12.151 18.737
H 17.182 14.286 19.155
H 16.229 15.819 20.784
H 14.109 15.368 21.939
H 13.021 12.976 21.628
H 16.070 10.454 21.733
H 18.011 8.986 21.908
H 17.956 6.858 20.558
H 16.494 6.737 18.427
H 14.804 8.485 18.078
H 11.479 9.492 19.588
H 9.380 8.635 18.293
H 8.108 6.892 19.162
H 8.745 5.798 21.362
H 10.775 6.709 22.613
H 10.290 9.809 22.971
H 9.614 10.323 25.290
H 10.833 9.229 27.250
H 12.792 7.801 26.809
H 13.591 7.459 24.571

These are the Löwdin partial charges, in e, on atoms 1 to 4: number 1, Pb, carries 1.110; number 2, S, carries 0.589; number 3, C, carries -0.751; number 4, C, carries -0.313

=====

[2]
This record from OMol25 describes a structure of composition C55H47N6NiO3S. The level of theory is wB97M-V/def2-TZVPD.

Values from the calculation:
max |F|: 0.7 eV Å⁻¹
molecular weight: 930.78 g mol⁻¹
LUMO level (alpha / beta): 2.292 / 1.448 eV
spin multiplicity: 3
ΔE to the lowest compared entry with this formula, charge and spin: 0.0 kJ/mol
<S²>: 2.437
net charge: -1

Element x y z (Å)
Ni 1.058 0.454 -0.055
C 6.986 -0.354 4.759
C 6.243 -1.482 4.440
C 5.150 -1.384 3.591
C 4.777 -0.156 3.042
C 5.531 0.971 3.377
C 6.622 0.875 4.226
C 3.619 -0.035 2.130
C 3.477 -0.933 1.051
C 4.284 -2.020 0.640
C 3.581 -2.700 -0.355
C 2.390 -1.994 -0.538
N 2.335 -0.934 0.290
C 1.144 -2.186 -1.326
C 0.872 -1.401 -2.520
C 0.961 -1.156 -3.872
C 0.553 0.071 -4.398
C -0.047 1.011 -3.466
C 0.449 2.162 -3.014
C 1.677 2.755 -3.599
C 1.721 3.142 -4.934
C 2.878 3.691 -5.470
C 4.002 3.855 -4.674
C 3.961 3.476 -3.338
C 2.804 2.937 -2.800
C -0.092 2.756 -1.781
N 0.195 2.194 -0.588
C -0.437 2.981 0.354
C -0.226 2.883 1.739
C -1.110 3.697 2.615
C -0.640 4.814 3.299
C -1.497 5.564 4.093
C -2.832 5.202 4.208
C -3.307 4.091 3.524
C -2.454 3.342 2.726
C 0.803 2.144 2.302
C 1.286 2.245 3.650
C 2.435 1.528 3.713
C 2.626 0.912 2.425
N 1.626 1.307 1.587
C -1.135 4.027 -0.286
C -0.886 3.900 -1.640
N 0.430 -0.874 -1.384
C 0.344 -3.405 -0.975
C 0.330 -4.518 -1.806
C -0.395 -5.650 -1.453
C -1.114 -5.671 -0.267
C -1.103 -4.559 0.567
C -0.373 -3.435 0.218
H 7.841 -0.432 5.419
H 6.508 -2.444 4.860
H 4.558 -2.261 3.365
H 5.254 1.929 2.952
H 7.193 1.763 4.467
H 5.256 -2.271 1.033
H 3.880 -3.597 -0.874
H 1.427 -1.903 -4.502
H 0.911 0.414 -5.358
H 0.838 3.016 -5.550
H 2.900 3.992 -6.510
H 4.907 4.279 -5.091
H 4.835 3.602 -2.711
H 2.761 2.649 -1.756
H 0.401 5.096 3.197
H -1.122 6.434 4.617
H -3.501 5.786 4.828
H -4.347 3.802 3.608
H -2.823 2.475 2.189
H 0.811 2.803 4.441
H 3.068 1.374 4.572
H -1.715 4.787 0.211
H -1.252 4.514 -2.447
H 0.886 -4.491 -2.736
H -0.403 -6.513 -2.109
H -1.686 -6.549 0.006
H -1.674 -4.564 1.487
H -0.370 -2.558 0.856
C -4.988 -4.653 -3.253
C -4.625 -3.438 -2.440
C -3.316 -3.220 -2.029
C -2.980 -2.082 -1.306
C -3.954 -1.153 -0.977
C -5.269 -1.358 -1.378
C -5.595 -2.492 -2.104
S -3.496 0.312 -0.058
O -4.004 0.153 1.285
O -4.100 1.412 -0.810
O -2.032 0.299 -0.156
H -4.265 -5.454 -3.103
H -5.005 -4.419 -4.320
H -5.976 -5.028 -2.984
H -2.544 -3.943 -2.269
H -1.958 -1.904 -0.993
H -6.023 -0.623 -1.123
H -6.622 -2.651 -2.416
C -4.570 1.521 -4.215
C -3.155 0.982 -4.412
C -3.210 -0.532 -4.640
C -2.501 1.665 -5.615
N -2.441 1.360 -3.184
N -1.318 0.559 -2.824
H -5.152 1.380 -5.126
H -4.539 2.587 -3.981
H -5.067 1.009 -3.390
H -3.812 -0.743 -5.526
H -3.669 -1.043 -3.789
H -2.218 -0.955 -4.823
H -3.108 1.520 -6.512
H -1.508 1.252 -5.806
H -2.397 2.733 -5.422
H -3.044 1.462 -2.363
H -1.279 0.564 -1.773
H -1.462 -0.428 -3.061

These are the Löwdin partial charges, in e, on atoms 1 to 4: number 1, Ni, carries 0.626; number 2, C, carries -0.107; number 3, C, carries -0.089; number 4, C, carries -0.038

=====

[3]
This record from OMol25 describes a structure of composition C55H50BF4HfN8O2S4. The level of theory is wB97M-V/def2-TZVPD.

Values from the calculation:
max |F|: 3.8 eV Å⁻¹
molecular weight: 1248.62 g mol⁻¹
LUMO level: -2.940 eV
ΔE to the lowest compared entry with this formula, charge and spin: 146.0 kJ/mol
net charge: +1

Element x y z (Å)
Hf -12.469 -18.370 3.786
C -15.549 -12.033 3.471
C -15.708 -11.675 5.012
C -16.695 -10.443 5.088
C -14.308 -11.341 5.581
C -16.222 -12.829 5.893
C -17.327 -12.595 6.744
C -17.768 -13.572 7.660
C -17.224 -14.865 7.560
S -17.732 -16.308 8.354
C -16.428 -17.150 7.462
N -15.726 -16.443 6.607
C -16.184 -15.167 6.615
C -15.680 -14.121 5.818
C -16.261 -18.544 7.746
C -16.548 -19.024 9.041
C -16.427 -20.422 9.279
C -16.248 -21.312 8.272
C -16.131 -20.877 6.930
C -16.020 -19.491 6.742
H -15.000 -11.235 2.968
H -16.490 -12.172 2.927
H -15.035 -12.965 3.399
H -16.458 -9.600 4.431
H -16.753 -10.075 6.132
H -17.687 -10.774 4.838
H -13.896 -10.418 5.192
H -13.490 -12.107 5.370
H -14.321 -11.269 6.665
H -17.689 -11.576 6.871
H -18.581 -13.395 8.345
H -14.727 -14.305 5.290
H -16.726 -18.372 9.879
H -16.276 -20.743 10.304
H -16.184 -22.398 8.395
H -16.308 -21.628 6.198
N -11.820 -19.556 2.231
S -11.481 -19.937 0.822
N -10.965 -18.927 -0.324
S -11.076 -17.410 -0.835
N -11.979 -16.199 -0.321
S -12.563 -15.788 1.123
N -12.460 -16.731 2.257
C -11.592 -14.222 1.376
C -10.176 -14.346 1.475
C -9.324 -13.250 1.664
C -9.949 -12.017 1.826
C -11.385 -11.887 1.830
C -12.143 -12.956 1.447
C -14.173 -15.192 0.582
C -14.238 -14.423 -0.588
C -15.483 -14.221 -1.180
C -16.650 -14.310 -0.418
C -16.604 -14.998 0.791
C -15.389 -15.525 1.304
C -11.645 -17.504 -2.532
C -12.817 -17.025 -3.078
C -13.151 -17.264 -4.442
C -12.173 -17.895 -5.255
C -10.979 -18.340 -4.675
C -10.629 -18.096 -3.317
C -9.384 -16.724 -0.982
C -9.108 -15.518 -1.683
C -7.879 -14.852 -1.464
C -6.879 -15.467 -0.726
C -7.168 -16.655 -0.089
C -8.453 -17.228 -0.109
C -10.213 -21.213 0.824
C -8.846 -21.048 0.467
C -7.944 -22.103 0.379
C -8.427 -23.387 0.673
C -9.747 -23.543 1.175
C -10.605 -22.453 1.305
C -12.776 -20.870 0.005
C -12.610 -21.431 -1.203
C -13.754 -21.896 -1.892
C -15.021 -21.744 -1.385
C -15.168 -21.209 -0.121
C -14.047 -20.786 0.580
H -9.774 -15.333 1.294
H -8.266 -13.455 1.559
H -9.282 -11.182 1.962
H -11.861 -10.888 1.943
H -13.179 -12.752 1.268
H -13.334 -14.052 -1.019
H -15.526 -13.853 -2.229
H -17.602 -13.962 -0.821
H -17.448 -15.058 1.433
H -15.318 -16.043 2.279
H -13.534 -16.430 -2.435
H -14.031 -16.891 -4.876
H -12.284 -17.989 -6.327
H -10.280 -18.862 -5.337
H -9.759 -18.580 -2.832
H -9.804 -14.911 -2.312
H -7.682 -13.935 -2.040
H -5.915 -14.934 -0.611
H -6.304 -17.148 0.390
H -8.725 -17.951 0.705
H -8.565 -19.982 0.221
H -6.908 -21.907 0.034
H -7.784 -24.279 0.545
H -10.211 -24.478 1.465
H -11.534 -22.604 1.765
H -11.663 -21.579 -1.703
H -13.563 -22.272 -2.911
H -15.841 -22.004 -2.071
H -16.147 -21.170 0.355
H -14.135 -20.273 1.531
O -12.165 -19.565 5.684
H -12.443 -20.558 5.753
H -12.907 -19.142 6.162
O -14.083 -17.572 4.629
H -15.818 -19.067 5.636
H -14.536 -17.125 5.382
F -13.837 -20.253 3.644
B -14.045 -21.744 3.981
F -15.389 -21.981 4.186
F -13.450 -22.417 2.935
F -13.248 -21.928 5.211
N -10.799 -17.358 4.389
C -10.607 -16.232 4.715
N -10.387 -15.007 4.949
C -11.391 -14.196 4.729
N -12.278 -13.435 4.743

These are the Löwdin partial charges, in e, on atoms 1 to 4: number 1, Hf, carries 1.544; number 2, C, carries -0.041; number 3, C, carries -0.484; number 4, C, carries -0.064

=====

[4]
This record from OMol25 describes a structure of composition C55H50Cl3FGeNO4RbSb3. The level of theory is wB97M-V/def2-TZVPD.

Values from the calculation:
max |F|: 3.0 eV Å⁻¹
molecular weight: 1437.72 g mol⁻¹
LUMO level (alpha / beta): 3.411 / 0.704 eV
spin multiplicity: 2
ΔE to the lowest compared entry with this formula, charge and spin: 159.0 kJ/mol
<S²>: 0.756
net charge: -2

Element x y z (Å)
Rb 1.416 2.096 1.390
O 8.282 1.549 4.625
C 7.792 1.997 3.568
O 8.247 2.775 2.712
C 6.334 1.461 3.265
C 5.572 0.895 4.282
C 4.309 0.410 3.983
N 3.786 0.474 2.756
C 4.505 1.034 1.793
C 5.793 1.538 1.992
C 3.793 1.217 0.432
O 3.428 0.180 -0.160
O 3.594 2.414 0.127
H 5.972 0.840 5.285
H 3.696 -0.061 4.748
H 6.336 1.994 1.177
C 0.051 3.106 -2.709
C -0.316 1.685 -3.132
C -0.047 0.630 -2.073
Sb -0.657 -1.368 -2.628
C -2.324 -0.694 -3.855
C -2.209 -0.179 -5.145
C -3.331 0.257 -5.837
C -4.587 0.177 -5.252
C -4.715 -0.333 -3.969
C -3.590 -0.760 -3.278
C 0.735 -1.571 -4.267
C 2.039 -1.098 -4.144
C 2.963 -1.300 -5.162
C 2.597 -1.988 -6.310
C 1.306 -2.483 -6.433
C 0.386 -2.281 -5.414
Sb -0.799 3.679 -0.768
C -1.317 5.659 -1.527
C -2.551 6.251 -1.266
C -2.846 7.527 -1.728
C -1.906 8.237 -2.461
C -0.665 7.669 -2.716
C -0.376 6.396 -2.244
C -2.775 2.955 -1.232
C -3.515 2.293 -0.258
C -4.794 1.825 -0.532
C -5.347 2.022 -1.788
C -4.618 2.683 -2.767
C -3.340 3.146 -2.490
H -0.294 3.809 -3.471
H 1.131 3.224 -2.589
H 0.213 1.445 -4.063
H -1.385 1.669 -3.356
H -0.651 0.839 -1.186
H 1.004 0.580 -1.768
H -1.234 -0.113 -5.611
H -3.226 0.668 -6.835
H -5.464 0.521 -5.787
H -5.692 -0.396 -3.506
H -3.697 -1.147 -2.270
H 2.340 -0.570 -3.245
H 3.973 -0.923 -5.057
H 3.319 -2.149 -7.101
H 1.016 -3.030 -7.323
H -0.621 -2.674 -5.514
H -3.297 5.704 -0.698
H -3.811 7.973 -1.517
H -2.134 9.231 -2.828
H 0.076 8.222 -3.282
H 0.600 5.966 -2.443
H -3.077 2.141 0.721
H -5.361 1.301 0.229
H -6.343 1.657 -2.006
H -5.043 2.830 -3.753
H -2.784 3.669 -3.260
F -0.684 1.278 1.043
Cl -2.551 2.181 5.301
Ge -1.339 1.926 3.350
Cl -1.448 4.070 2.619
Cl 0.762 2.103 4.199
C 0.983 -1.033 5.788
C 1.697 -2.272 5.336
C 2.380 -3.043 6.273
C 3.058 -4.195 5.908
C 3.075 -4.579 4.578
C 2.403 -3.814 3.633
C 1.690 -2.674 3.992
Sb 0.605 -1.535 2.468
C 1.131 -2.993 0.919
C 2.203 -2.528 0.154
C 2.748 -3.286 -0.872
C 2.205 -4.522 -1.169
C 1.153 -5.004 -0.402
C 0.613 -4.273 0.654
C -0.460 -4.920 1.488
C -1.344 -2.303 3.137
C -1.498 -2.970 4.348
C -2.744 -3.386 4.796
C -3.868 -3.122 4.030
C -3.728 -2.462 2.818
C -2.480 -2.054 2.354
C -2.358 -1.414 0.997
H 1.234 -0.791 6.821
H -0.104 -1.145 5.719
H 1.258 -0.188 5.164
H 2.386 -2.726 7.311
H 3.577 -4.782 6.656
H 3.611 -5.469 4.271
H 2.447 -4.112 2.594
H 2.644 -1.555 0.369
H 3.587 -2.902 -1.442
H 2.604 -5.118 -1.981
H 0.750 -5.991 -0.609
H -0.575 -5.969 1.212
H -1.421 -4.424 1.359
H -0.204 -4.867 2.546
H -0.626 -3.189 4.953
H -2.837 -3.915 5.737
H -4.851 -3.431 4.366
H -4.608 -2.260 2.215
H -3.329 -1.336 0.507
H -1.685 -2.001 0.362
H -1.930 -0.410 1.062

These are the Löwdin partial charges, in e, on atoms 1 to 4: number 1, Rb, carries 0.723; number 2, O, carries -0.078; number 3, C, carries -0.697; number 4, O, carries -0.063